(P)
{
  "formula": "C3H5NO2S",
  "method": "wB97M-V/def2-TZVPD",
  "homo_energy_ev": 0.34,
  "orbital_gap_ev": 5.81,
  "lumo_energy_ev": 6.1434,
  "total_charge": -2,
  "elements": ["O", "C", "O", "N", "C", "C", "S", "H", "H", "H", "H", "H"],
  "positions_angstrom": [[1.348, -1.052, 2.160], [0.479, -0.162, 2.080], [0.184, 0.765, 2.877], [-0.373, -0.206, 0.874], [0.333, -0.023, -0.389], [-0.634, -0.015, -1.597], [0.207, 0.033, -3.268], [-0.944, 0.621, 1.025], [0.952, 0.895, -0.361], [1.002, -0.880, -0.466], [-1.272, -0.832, -1.232], [-1.282, 0.858, -1.703]]
}

---

(Q)
{
  "formula": "C3H5NO2S",
  "method": "wB97M-V/def2-TZVPD",
  "homo_energy_ev": 0.33,
  "orbital_gap_ev": 5.77,
  "lumo_energy_ev": 6.0982,
  "total_charge": -2,
  "elements": ["O", "C", "O", "N", "C", "C", "S", "H", "H", "H", "H", "H"],
  "positions_angstrom": [[-1.470, -1.500, -1.476], [-1.511, -1.491, -0.215], [-2.393, -1.977, 0.536], [-0.434, -0.838, 0.458], [0.602, -0.076, -0.306], [0.806, 1.331, 0.234], [2.264, 2.202, -0.445], [-0.661, -0.261, 1.254], [0.396, -0.086, -1.371], [1.533, -0.591, -0.042], [0.930, 1.302, 1.330], [-0.061, 1.986, 0.043]]
}

---

Of them, (Q) has the highest stability.

---

(P)
{
  "formula": "C2H3N5O",
  "method": "wB97M-V/def2-TZVPD",
  "homo_energy_ev": -10.07,
  "orbital_gap_ev": 9.01,
  "lumo_energy_ev": -1.0538,
  "elements": ["N", "N", "N", "N", "C", "N", "C", "O", "H", "H", "H"],
  "positions_angstrom": [[-1.945, -0.945, -0.007], [-0.560, -0.555, -0.044], [0.375, -1.418, -0.116], [1.574, -1.000, -0.007], [1.806, 0.314, 0.061], [0.890, 1.297, 0.143], [-0.275, 0.843, -0.112], [-1.242, 1.606, -0.090], [-1.851, -1.753, 0.556], [-2.587, -0.269, 0.634], [2.851, 0.572, 0.056]]
}

---

(Q)
{
  "formula": "C2H3N5O",
  "method": "wB97M-V/def2-TZVPD",
  "homo_energy_ev": -9.55,
  "orbital_gap_ev": 8.77,
  "lumo_energy_ev": -0.7742,
  "elements": ["C", "C", "H", "H", "H", "N", "N", "N", "N", "N", "O"],
  "positions_angstrom": [[-0.341, -1.381, -0.376], [-0.230, 0.063, 0.254], [0.917, -2.560, -1.785], [0.286, -0.380, -2.110], [-0.265, -1.858, 1.502], [0.096, -1.492, -1.676], [-0.582, -2.289, 0.487], [0.697, 0.748, -0.541], [0.918, 1.868, -0.055], [-0.786, 0.714, 1.155], [0.011, 1.983, 0.942]]
}

---

Of them, (P) has the highest stability.

---

(P)
{
  "formula": "C4H13NS",
  "method": "wB97M-V/def2-TZVPD",
  "homo_energy_ev": -5.28,
  "orbital_gap_ev": 4.34,
  "lumo_energy_ev": -0.9422,
  "elements": ["C", "C", "S", "H", "H", "H", "H", "H", "C", "C", "N", "H", "H", "H", "H", "H", "H", "H", "H"],
  "positions_angstrom": [[0.653, 1.384, -0.970], [0.265, 1.388, 0.488], [-1.327, 2.231, 0.741], [1.652, 0.888, -1.090], [0.912, 2.300, -1.485], [-0.059, 0.778, -1.548], [1.034, 1.934, 1.040], [0.275, 0.381, 0.929], [0.990, -2.698, 0.898], [0.962, -2.205, -0.525], [-0.489, -2.184, -0.971], [0.311, -2.258, 1.621], [0.920, -3.783, 0.947], [2.023, -2.617, 1.246], [1.281, -1.181, -0.723], [1.514, -2.895, -1.158], [-0.982, -1.336, -0.640], [-1.076, -2.993, -0.768], [-0.566, -2.070, -1.986]]
}

---

(Q)
{
  "formula": "C4H13NS",
  "method": "wB97M-V/def2-TZVPD",
  "homo_energy_ev": -8.48,
  "orbital_gap_ev": 9.42,
  "lumo_energy_ev": 0.9349,
  "elements": ["C", "C", "N", "H", "H", "H", "H", "H", "H", "H", "C", "C", "S", "H", "H", "H", "H", "H", "H"],
  "positions_angstrom": [[-2.879, 1.007, 0.005], [-1.706, 0.139, 0.381], [-1.172, -0.555, -0.750], [-3.170, 1.510, 0.962], [-3.838, 0.493, -0.335], [-2.554, 1.741, -0.756], [-1.983, -0.532, 1.184], [-0.945, 0.780, 0.836], [-0.909, -1.540, -0.447], [-1.908, -0.600, -1.491], [3.050, -1.010, 0.067], [2.114, 0.132, 0.547], [1.528, 1.178, -0.933], [2.647, -1.853, -0.490], [3.993, -0.672, -0.345], [3.381, -1.449, 0.985], [1.205, -0.290, 1.004], [2.691, 0.761, 1.219], [0.455, 0.758, -1.644]]
}

---

(R)
{
  "formula": "C4H13NS",
  "method": "wB97M-V/def2-TZVPD",
  "homo_energy_ev": -8.47,
  "orbital_gap_ev": 9.41,
  "lumo_energy_ev": 0.9432,
  "elements": ["C", "C", "N", "H", "H", "H", "H", "H", "H", "H", "C", "S", "C", "H", "H", "H", "H", "H", "H"],
  "positions_angstrom": [[-0.392, -2.399, -2.453], [-0.175, -1.572, -1.205], [-1.343, -0.767, -0.823], [0.391, -2.427, -3.206], [-0.521, -3.458, -2.199], [-1.371, -2.187, -2.889], [0.117, -2.170, -0.344], [0.629, -0.852, -1.390], [-1.121, 0.223, -0.721], [-2.127, -0.774, -1.477], [-0.618, 1.529, 2.376], [0.677, 2.793, 2.523], [1.927, 2.146, 1.393], [-1.040, 1.682, 1.386], [-1.331, 1.569, 3.195], [-0.290, 0.484, 2.387], [2.459, 1.300, 1.815], [1.505, 1.918, 0.414], [2.624, 2.964, 1.217]]
}

---

(S)
{
  "formula": "C4H13NS",
  "method": "wB97M-V/def2-TZVPD",
  "homo_energy_ev": -7.87,
  "orbital_gap_ev": 8.72,
  "lumo_energy_ev": 0.8475,
  "elements": ["C", "N", "C", "H", "H", "H", "H", "H", "H", "H", "C", "S", "C", "H", "H", "H", "H", "H", "H"],
  "positions_angstrom": [[-3.606, -0.217, 1.468], [-2.842, -1.379, 1.119], [-3.346, -2.563, 0.429], [-3.661, -0.069, 2.556], [-4.618, -0.352, 1.096], [-3.169, 0.696, 1.079], [-1.913, -1.505, 1.476], [-3.023, -3.455, 0.957], [-4.437, -2.494, 0.377], [-2.961, -2.628, -0.585], [2.735, 2.058, -0.237], [3.025, 0.657, -1.365], [4.690, 1.028, -1.966], [1.654, 2.080, -0.081], [3.260, 1.972, 0.709], [3.087, 2.944, -0.748], [5.217, 0.077, -2.080], [5.281, 1.630, -1.270], [4.625, 1.519, -2.934]]
}

---

Of them, (R) has the highest stability.

---

(P)
{
  "formula": "C7H16O2",
  "method": "wB97M-V/def2-TZVPD",
  "homo_energy_ev": -9.94,
  "orbital_gap_ev": 10.78,
  "lumo_energy_ev": 0.8398,
  "elements": ["C", "C", "C", "C", "C", "C", "O", "C", "O", "H", "H", "H", "H", "H", "H", "H", "H", "H", "H", "H", "H", "H", "H", "H", "H"],
  "positions_angstrom": [[-1.807, 0.163, 1.272], [-1.430, 0.020, -0.204], [-2.383, 0.863, -1.052], [0.008, 0.457, -0.514], [1.165, -0.313, 0.155], [0.973, -1.830, 0.097], [1.372, 0.121, 1.495], [2.485, 0.061, -0.555], [2.747, 1.435, -0.483], [-1.340, -0.603, 1.888], [-2.884, 0.056, 1.390], [-1.525, 1.146, 1.647], [-1.556, -1.027, -0.497], [-2.307, 1.913, -0.777], [-3.412, 0.544, -0.905], [-2.144, 0.769, -2.109], [0.124, 1.511, -0.251], [0.152, 0.378, -1.593], [0.118, -2.137, 0.694], [1.858, -2.325, 0.491], [0.820, -2.150, -0.929], [0.563, -0.021, 1.994], [2.438, -0.198, -1.614], [3.301, -0.508, -0.086], [2.664, 1.677, 0.449]]
}

---

(Q)
{
  "formula": "C7H16O2",
  "method": "wB97M-V/def2-TZVPD",
  "homo_energy_ev": -8.70,
  "orbital_gap_ev": 9.54,
  "lumo_energy_ev": 0.8406,
  "elements": ["C", "C", "C", "C", "O", "H", "H", "H", "H", "H", "H", "H", "H", "H", "H", "C", "C", "C", "O", "H", "H", "H", "H", "H", "H"],
  "positions_angstrom": [[-0.391, 1.789, -0.408], [1.797, 1.099, -1.088], [-0.284, 1.624, 1.108], [-1.372, 2.890, -0.786], [0.862, 2.150, -0.992], [-0.725, 0.838, -0.850], [2.149, 0.759, -0.106], [1.378, 0.238, -1.624], [2.647, 1.485, -1.648], [0.079, 2.550, 1.556], [-1.262, 1.391, 1.531], [-1.040, 3.842, -0.372], [-2.366, 2.666, -0.399], [-1.429, 2.987, -1.869], [0.395, 0.816, 1.376], [0.035, -2.296, 0.556], [0.244, -3.373, 1.606], [-0.705, -2.532, -1.655], [-0.735, -1.501, -2.178], [-0.400, -3.121, -0.553], [-0.729, -1.572, 0.838], [0.953, -1.767, 0.302], [0.994, -4.101, 1.288], [0.590, -2.950, 2.553], [-0.682, -3.912, 1.815]]
}

---

(R)
{
  "formula": "C7H16O2",
  "method": "wB97M-V/def2-TZVPD",
  "homo_energy_ev": -9.41,
  "orbital_gap_ev": 10.13,
  "lumo_energy_ev": 0.7213,
  "elements": ["C", "C", "O", "O", "H", "H", "H", "H", "C", "C", "C", "C", "C", "H", "H", "H", "H", "H", "H", "H", "H", "H", "H", "H", "H"],
  "positions_angstrom": [[-1.320, 3.529, 0.817], [-0.573, 2.238, 0.667], [-0.076, 1.878, -0.397], [-0.328, 1.596, 1.741], [-1.235, 4.027, -0.173], [-2.382, 3.188, 0.987], [-0.883, 4.157, 1.521], [0.393, 0.985, 1.531], [3.105, -1.125, -0.478], [1.586, -1.237, 0.045], [0.210, -1.044, -0.757], [-0.823, -1.698, -0.036], [-2.308, -1.433, -0.761], [3.097, -1.752, -1.488], [3.380, 0.083, -0.686], [3.860, -1.311, 0.280], [1.659, -0.656, 0.952], [1.483, -2.191, 0.541], [0.145, 0.094, -0.617], [0.323, -1.089, -1.816], [-0.764, -1.535, 1.091], [-0.555, -2.837, -0.138], [-2.349, -1.737, -1.868], [-3.115, -1.830, -0.176], [-2.530, -0.300, -0.782]]
}

---

(S)
{
  "formula": "C7H16O2",
  "method": "wB97M-V/def2-TZVPD",
  "homo_energy_ev": -10.00,
  "orbital_gap_ev": 10.58,
  "lumo_energy_ev": 0.5742,
  "elements": ["C", "C", "O", "O", "H", "H", "H", "H", "C", "C", "C", "C", "C", "H", "H", "H", "H", "H", "H", "H", "H", "H", "H", "H", "H"],
  "positions_angstrom": [[4.041, -1.566, 0.009], [4.571, -0.155, 0.173], [4.569, 0.597, 1.138], [5.150, 0.241, -0.883], [3.681, -2.105, 0.933], [3.202, -1.436, -0.587], [4.630, -1.902, -0.873], [5.786, 0.995, -0.580], [-1.089, 2.543, 0.245], [-1.397, 1.341, -0.600], [-2.046, 0.315, 0.368], [-2.558, -0.787, -0.564], [-3.213, -2.000, 0.393], [-1.897, 2.675, 1.177], [-0.100, 2.559, 0.775], [-1.144, 3.707, -0.292], [-0.674, 1.007, -1.294], [-2.133, 1.496, -1.523], [-1.189, 0.073, 1.191], [-2.804, 0.574, 1.115], [-1.855, -0.902, -1.407], [-3.539, -0.315, -0.795], [-3.709, -1.630, 1.354], [-3.937, -2.671, -0.268], [-2.347, -2.656, 0.796]]
}

---

Of them, (P) has the highest stability.